C50H133N11O14 | ωB97M-V with the def2-TZVPD basis set

Structure (XYZ):
```
208
Properties=species:S:1:pos:R:3:forces:R:3:lowdin_charge:R:1
C -14.33937 25.35798 4.00535 -1.19 1.14 0.28 -0.11
O -14.84310 25.57729 2.72235 0.06 0.34 -1.46 -0.18
C -14.95570 24.44320 1.90885 0.22 -1.92 0.48 -0.22
C -15.62670 24.68562 0.57421 0.55 1.05 -0.57 -0.42
C -14.81624 25.63524 -0.32167 -0.74 0.00 0.51 -0.04
N -16.95361 25.25704 0.75792 0.22 0.29 0.37 0.06
H -13.25725 25.27728 4.10826 0.07 -0.56 -0.34 0.09
H -14.93915 24.57262 4.46531 0.48 -0.40 0.35 0.09
H -14.62608 26.29785 4.47711 0.23 -0.08 0.60 0.09
H -14.01733 23.89142 1.85343 0.68 0.51 -0.59 0.10
H -15.52627 23.65877 2.40605 -0.78 -0.01 0.51 0.11
H -15.85077 23.76955 0.02766 0.77 -0.44 0.30 0.11
H -15.42547 25.71542 -1.22197 0.60 0.08 -0.41 0.05
H -13.77240 25.34678 -0.44534 -0.13 -0.24 -0.39 0.08
H -14.81081 26.62913 0.12579 -0.01 0.08 0.07 0.08
H -16.81332 25.97029 1.45912 -0.30 0.58 0.11 0.07
H -17.46240 24.52387 1.23092 -0.33 -0.07 0.08 0.02
C -16.12308 30.22360 -1.81572 0.05 0.55 0.19 -0.14
O -15.59085 28.96558 -1.90254 0.47 -2.39 -0.80 -0.20
C -15.19714 28.53025 -3.20737 -0.66 0.16 -0.77 -0.16
C -16.34285 28.52435 -4.31867 0.77 -1.85 1.64 -0.38
C -17.48555 27.64841 -3.84958 -0.89 0.05 0.68 -0.06
N -15.87207 27.92639 -5.58192 0.38 1.96 -0.54 0.06
H -17.08005 30.28922 -2.33341 -0.20 0.31 0.03 0.08
H -15.40381 30.93299 -2.22500 -0.12 0.55 -0.09 0.09
H -16.24157 30.38459 -0.74420 -0.23 0.39 -0.11 0.10
H -14.38228 29.16202 -3.56089 0.16 0.17 -0.16 0.12
H -14.80952 27.51625 -3.10910 -0.07 -0.01 0.22 0.10
H -16.67013 29.56292 -4.36721 0.03 -0.06 -0.90 0.13
H -17.82744 27.85674 -2.83577 -0.01 0.17 0.15 0.08
H -17.23489 26.58781 -3.86907 0.34 0.03 -0.05 0.06
H -18.34603 27.75892 -4.50947 -0.06 0.07 -0.10 0.05
H -15.74924 26.92626 -5.65083 -0.02 -0.25 0.95 0.03
H -16.56641 28.12739 -6.28732 0.00 0.27 -0.18 0.06
C -17.61312 16.92548 -0.40985 0.19 0.50 -0.44 -0.13
O -17.44254 15.87595 0.47490 -0.05 -1.84 0.25 -0.18
C -16.88905 14.67051 -0.11209 -0.48 1.45 -0.06 -0.16
C -17.67017 14.09379 -1.29746 -0.59 -1.93 1.46 -0.43
C -19.07601 13.57893 -0.96344 -0.62 1.75 0.03 -0.06
N -16.94496 12.87966 -1.63892 1.07 -0.39 -0.74 0.02
H -18.07242 16.62748 -1.35238 -0.03 -0.04 -0.16 0.07
H -16.63193 17.35530 -0.61136 0.03 0.46 -0.31 0.08
H -18.28078 17.66195 0.03726 0.19 0.05 0.15 0.09
H -15.88654 14.82858 -0.50970 0.33 0.37 0.13 0.11
H -16.79561 13.99594 0.73898 -0.26 -0.28 -0.22 0.13
H -17.67968 14.75771 -2.16188 0.00 0.08 0.09 0.11
H -19.52522 13.20375 -1.88296 -0.22 0.09 -0.01 0.07
H -19.65654 14.41554 -0.57465 -0.50 0.00 -0.11 0.07
H -19.15908 12.78961 -0.21632 0.62 -0.01 0.06 0.08
H -16.92268 12.30099 -0.81143 0.25 -0.08 0.31 0.07
H -17.54687 12.34260 -2.24668 0.11 -0.12 -0.47 0.07
C -15.35040 20.60900 -10.23224 -0.39 0.05 -0.82 -0.14
O -16.15650 20.69996 -9.08581 0.19 0.49 0.33 -0.19
C -15.58105 21.67097 -8.18219 -0.65 -2.38 1.12 -0.16
C -16.12885 21.42373 -6.72577 -0.41 1.83 0.00 -0.36
C -17.66316 21.65396 -6.57772 0.03 -1.03 -0.61 -0.04
N -15.31639 22.31932 -5.89901 0.37 -0.05 -0.39 0.05
H -14.36230 20.18399 -10.05583 0.29 0.33 0.39 0.09
H -15.31297 21.58992 -10.70604 0.54 0.22 -0.07 0.08
H -15.76866 19.96374 -11.00477 -0.58 -0.20 0.36 0.08
H -14.51762 21.43618 -8.13641 0.23 0.38 0.10 0.11
H -15.72554 22.70064 -8.50932 -0.23 0.09 -0.10 0.11
H -15.95164 20.40773 -6.37299 0.18 -0.22 -0.47 0.12
H -18.08628 20.89939 -7.24082 -0.45 0.07 -0.22 0.06
H -18.11251 22.61290 -6.83581 0.60 0.32 -0.36 0.07
H -18.09002 21.43647 -5.59864 0.53 -0.14 0.31 0.05
H -15.69734 22.41686 -4.96871 -0.29 -0.28 0.40 0.02
H -15.42638 23.25262 -6.26906 0.15 0.34 -0.16 0.03
C -16.30249 25.50905 -7.83462 0.39 -0.22 0.80 -0.09
O -15.41040 25.24827 -6.74828 1.17 -0.83 0.09 -0.28
C -14.00538 25.50233 -7.10083 0.05 0.36 0.13 -0.15
C -12.89653 24.97270 -6.09408 -1.55 0.40 0.51 -0.39
C -13.22624 25.45702 -4.65834 -0.02 0.13 -0.80 -0.05
N -11.54074 25.39693 -6.53667 -1.36 0.02 -0.03 0.04
H -16.35241 26.59202 -7.94778 -0.03 0.00 -0.70 0.08
H -17.29183 25.13255 -7.57470 0.03 0.06 0.32 0.09
H -15.99992 24.93985 -8.71357 0.18 0.45 -0.32 0.08
H -13.76924 25.05013 -8.06408 -0.26 -0.24 -0.27 0.11
H -13.98076 26.58199 -7.24849 0.59 0.22 0.19 0.12
H -12.99950 23.88860 -6.14133 0.01 -0.21 0.19 0.11
H -14.13393 24.96947 -4.30268 -0.01 -0.14 0.01 0.06
H -13.43645 26.52587 -4.69666 0.14 0.11 0.05 0.06
H -12.43105 25.29550 -3.93054 0.10 -0.16 -0.15 0.07
H -10.88037 24.83963 -6.01377 0.19 -0.01 0.15 0.07
H -11.47597 25.06345 -7.48782 0.39 0.07 -0.35 0.06
C -21.51988 26.10910 -5.03410 0.16 0.05 -1.09 -0.11
O -21.97383 27.33789 -5.58033 -0.33 -0.34 0.31 -0.18
C -21.38773 28.49482 -4.99089 -0.67 -0.91 0.16 -0.20
C -22.09529 29.70286 -5.55278 0.28 0.24 -1.44 -0.45
C -21.73328 29.95740 -7.01416 0.25 -0.27 -0.40 -0.06
N -21.74655 30.87361 -4.76761 -0.11 0.01 0.72 0.03
H -21.66737 25.97723 -3.96220 0.12 0.43 0.15 0.07
H -20.48760 25.94973 -5.34573 0.48 0.11 0.54 0.08
H -22.02222 25.27550 -5.52488 -0.53 0.32 -0.08 0.08
H -21.61099 28.49289 -3.92400 0.23 -0.16 0.44 0.12
H -20.30787 28.44309 -5.12987 0.14 0.48 -0.10 0.11
H -23.16529 29.50357 -5.49375 -0.20 -0.27 -0.03 0.14
H -20.65432 30.00048 -7.16282 0.17 0.23 0.31 0.08
H -22.14918 30.89190 -7.39078 -0.11 0.04 0.10 0.07
H -22.04327 29.16029 -7.68991 -0.36 -0.10 0.22 0.08
H -22.11040 30.66837 -3.84805 0.32 0.07 0.63 0.06
H -22.33723 31.65088 -5.02654 0.07 0.26 -0.53 0.07
C -16.56642 20.65442 0.90981 -0.07 0.38 0.40 -0.09
O -15.25807 21.20783 0.78708 0.00 -0.98 -0.39 -0.21
C -14.17130 20.32194 1.11648 -0.15 1.77 0.75 -0.16
C -12.92408 21.25099 1.18932 0.23 -1.03 -0.34 -0.45
C -12.40752 21.66352 -0.14093 -0.43 1.01 -0.31 -0.06
N -11.77856 20.59683 1.82310 -0.86 -0.68 1.10 0.04
H -16.96350 20.07792 0.07431 0.75 -0.50 -0.35 0.07
H -17.28957 21.46827 0.96268 0.28 0.38 0.38 0.06
H -16.61341 20.07631 1.83268 -0.21 -0.18 0.06 0.09
H -14.30975 19.90736 2.11499 -0.33 0.03 0.43 0.11
H -14.07518 19.43254 0.49372 0.11 0.19 -0.75 0.12
H -13.12527 22.13032 1.80121 -0.50 -0.21 0.00 0.12
H -13.20303 22.07554 -0.76181 0.05 -0.34 -0.32 0.06
H -11.90392 20.78544 -0.54526 0.01 0.31 -0.63 0.08
H -11.72258 22.49073 0.04525 0.40 -0.23 -0.32 0.09
H -11.49594 19.78399 1.29440 0.29 -0.01 -0.74 0.06
H -12.25333 20.12061 2.57669 0.54 -0.07 1.14 0.06
C -19.94870 15.97991 -4.63706 -0.47 -0.52 2.47 -0.17
O -19.93640 16.26403 -5.94132 0.66 0.68 -3.20 -0.18
C -19.38037 17.50900 -6.38701 -0.92 0.03 0.34 -0.14
C -20.44407 18.62966 -6.45679 -0.39 -0.18 -1.16 -0.43
C -20.91712 19.25041 -5.18776 0.64 0.59 1.23 -0.08
N -21.63546 18.17610 -7.19752 0.67 -0.57 -0.51 0.04
H -20.52181 16.71689 -4.07448 -0.18 0.01 0.39 0.08
H -18.98002 15.88118 -4.14713 0.61 0.22 -0.11 0.07
H -20.40729 14.99653 -4.53331 -0.24 0.01 0.15 0.10
H -18.55389 17.84800 -5.76242 0.10 -0.10 0.32 0.11
H -18.96612 17.31882 -7.37712 -0.23 0.01 -0.05 0.13
H -19.96539 19.41081 -7.04737 0.17 0.12 -0.09 0.12
H -21.26939 20.26546 -5.37129 -0.23 -0.01 -0.15 0.07
H -20.08819 19.37923 -4.49179 0.00 -0.05 0.36 0.08
H -21.72878 18.68670 -4.72784 0.14 -0.10 0.14 0.08
H -22.46925 18.66383 -6.90254 0.06 0.16 0.05 0.06
H -21.75666 17.20823 -6.93554 -0.28 -0.28 -0.12 0.06
C -12.56661 18.47596 -3.97704 -1.14 0.11 -0.09 -0.10
O -13.31137 17.25480 -4.01301 1.22 -0.54 1.65 -0.21
C -12.94133 16.47284 -2.83624 -0.74 -0.71 0.25 -0.21
C -13.76701 15.16804 -2.81395 1.59 1.39 -0.67 -0.22
N -13.23976 14.38275 -3.90452 -1.54 -1.04 -0.39 -0.05
C -14.03143 13.14828 -4.10734 0.36 -0.07 -0.02 -0.18
C -15.44294 13.31431 -4.69800 0.65 -0.43 0.43 -0.24
O -15.32514 14.04552 -5.87983 1.36 0.07 -0.46 -0.19
C -16.51453 14.44107 -6.47838 -0.45 0.27 1.00 -0.10
H -13.05907 19.15217 -4.67586 0.28 -0.04 -0.27 0.08
H -11.50549 18.36896 -4.20213 0.00 -0.22 -0.05 0.09
H -12.70396 18.93871 -2.99976 0.26 0.08 0.24 0.07
H -13.19449 16.92716 -1.87834 -0.14 1.06 -0.07 0.10
H -11.87027 16.27586 -2.79035 0.12 -0.06 -0.41 0.12
H -14.77256 15.57288 -2.92841 -0.68 -0.60 0.02 0.10
H -13.64076 14.60148 -1.89136 -0.12 0.29 0.19 0.12
H -13.43108 14.94883 -4.71880 0.39 0.08 -0.54 0.09
H -14.08161 12.60907 -3.16140 -0.27 0.12 0.19 0.11
H -13.44901 12.48246 -4.74417 -0.05 0.10 -0.34 0.11
H -16.13648 13.75269 -3.98042 -0.05 0.52 0.08 0.08
H -15.83626 12.31468 -4.88277 -0.13 -0.34 -0.19 0.12
H -17.07153 14.91300 -5.66897 -0.77 0.26 -0.16 0.07
H -17.07857 13.58272 -6.84332 -0.13 0.02 -0.32 0.09
H -16.32401 15.19958 -7.23764 0.10 -0.32 -0.12 0.10
C -16.04959 18.46693 -3.41942 -0.08 -0.64 -0.21 -0.12
O -16.43842 19.63138 -2.77354 -1.17 0.96 0.41 -0.18
C -15.39516 20.56285 -2.64172 -0.12 0.98 0.16 -0.18
C -15.84426 21.99414 -2.22271 -0.54 -0.73 -0.38 -0.17
N -16.68576 22.56202 -3.25024 -0.16 -0.28 -0.90 -0.08
C -17.34342 23.80016 -2.87839 -0.56 -0.20 -1.00 -0.15
C -18.61820 24.02584 -3.75355 0.10 -0.08 0.81 -0.19
O -19.44127 22.89304 -3.67168 0.44 -1.76 1.42 -0.20
C -20.79350 23.12312 -3.85383 -0.29 1.15 -1.02 -0.12
H -15.35696 17.87797 -2.81818 -0.17 -0.25 0.30 0.07
H -15.51071 18.58994 -4.35888 -0.02 0.57 -0.26 0.08
H -16.97382 17.93563 -3.64658 0.11 -0.33 0.16 0.08
H -14.98873 20.64205 -3.65001 0.88 0.19 0.12 0.11
H -14.71774 20.18746 -1.87473 0.59 0.04 -0.17 0.11
H -14.97067 22.63277 -2.09196 0.13 -0.17 0.30 0.12
H -16.48593 21.98848 -1.34161 0.61 -0.27 0.75 0.09
H -17.40604 21.86035 -3.34489 -0.46 -0.03 -0.44 0.10
H -16.67051 24.64861 -3.00258 0.09 0.04 -0.06 0.10
H -17.60541 23.75240 -1.82142 -0.48 0.31 0.28 0.10
H -18.49667 24.16905 -4.82724 0.87 0.50 -0.10 0.12
H -19.15705 24.87535 -3.33394 0.03 0.34 0.02 0.11
H -20.89292 23.52343 -4.86277 -0.49 -0.13 -0.45 0.07
H -21.15891 23.92652 -3.21420 -0.09 -0.17 0.47 0.06
H -21.42236 22.23684 -3.76932 0.45 -0.15 0.21 0.09
C -21.97552 25.14862 -0.69438 0.89 -0.22 0.21 -0.06
O -20.88104 24.23120 -0.77045 0.29 1.71 -0.73 -0.21
C -21.10645 23.02593 -0.16102 0.09 -1.84 0.98 -0.26
C -19.78405 22.50136 0.41269 0.05 -0.41 -0.17 -0.18
N -19.11491 23.46809 1.30082 -0.74 -0.97 -1.42 -0.08
C -19.81195 23.78704 2.53760 0.61 0.53 -0.01 -0.18
C -19.42139 22.74025 3.58193 0.28 1.15 0.37 -0.22
O -19.87919 23.06826 4.86695 -0.70 -0.30 0.97 -0.19
C -19.39489 22.21504 5.91186 -0.31 0.12 -0.52 -0.10
H -22.88838 24.58646 -0.89126 -0.29 0.47 0.07 0.10
H -21.80959 25.97710 -1.38300 -0.04 -0.39 -0.46 0.08
H -21.93581 25.64534 0.27505 -0.54 -0.28 0.38 0.09
H -21.44676 22.27655 -0.87565 -0.30 -0.13 -0.25 0.12
H -21.85518 23.08464 0.62895 -0.21 0.20 0.12 0.11
H -19.17755 22.25896 -0.45995 0.57 0.61 -0.12 0.10
H -19.84501 21.49898 0.83650 -0.62 0.08 0.53 0.11
H -19.20569 24.27694 0.70282 0.48 0.63 0.11 0.08
H -20.86949 24.00155 2.38365 -0.39 -0.57 0.34 0.11
H -19.38964 24.76446 2.77086 0.01 0.02 0.70 0.12
H -18.34906 22.85369 3.74104 0.47 -0.82 -1.07 0.12
H -19.77502 21.76666 3.24252 0.31 -0.37 0.14 0.12
H -18.33878 21.94666 5.88552 0.55 0.83 -0.36 0.08
H -19.81590 21.21072 5.86499 -0.82 0.05 0.14 0.08
H -19.61799 22.74602 6.83727 -0.05 -0.37 -0.01 0.09
```
Positions in Å, forces in eV/Å.

For the energy above the lowest of the compared OMol25 structures with the same formula, charge and spin, the calculation gives 53.9 kcal per mole. As for the SMILES: COC[C@H](C)N.COC[C@H](C)N.COC[C@H](C)N.COC[C@H](C)N.COC[C@H](C)N.COC[C@H](C)N.COC[C@H](C)N.COC[C@H](C)N.COCCNCCOC.COCCNCCOC.COCCNCCOC. The value obtained for the HOMO-LUMO gap is 8.81 eV. Its highest occupied orbital energy is -8.4 eV.